{"formula": "C44H121N11O11", "method": "wB97M-V/def2-TZVPD", "smiles": "COC[C@H](C)N.COC[C@H](C)N.COC[C@H](C)N.COC[C@H](C)N.COC[C@H](C)N.COC[C@H](C)N.COC[C@H](C)N.COC[C@H](C)N.COC[C@H](C)N.COC[C@H](C)N.COC[C@H](C)N", "e_tot_ha": -3178.52001, "total_charge": 0, "e_lumo_ev": 0.2, "elements": ["C", "O", "C", "C", "C", "N", "H", "H", "H", "H", "H", "H", "H", "H", "H", "H", "H", "C", "O", "C", "C", "C", "N", "H", "H", "H", "H", "H", "H", "H", "H", "H", "H", "H", "C", "O", "C", "C", "C", "N", "H", "H", "H", "H", "H", "H", "H", "H", "H", "H", "H", "C", "O", "C", "C", "C", "N", "H", "H", "H", "H", "H", "H", "H", "H", "H", "H", "H", "C", "O", "C", "C", "C", "N", "H", "H", "H", "H", "H", "H", "H", "H", "H", "H", "H", "C", "O", "C", "C", "C", "N", "H", "H", "H", "H", "H", "H", "H", "H", "H", "H", "H", "C", "O", "C", "C", "C", "N", "H", "H", "H", "H", "H", "H", "H", "H", "H", "H", "H", "C", "O", "C", "C", "C", "N", "H", "H", "H", "H", "H", "H", "H", "H", "H", "H", "H", "C", "O", "C", "C", "C", "N", "H", "H", "H", "H", "H", "H", "H", "H", "H", "H", "H", "C", "O", "C", "C", "C", "N", "H", "H", "H", "H", "H", "H", "H", "H", "H", "H", "H", "C", "O", "C", "C", "C", "N", "H", "H", "H", "H", "H", "H", "H", "H", "H", "H", "H"], "xyz": [[-0.7859, -6.6894, -0.4226], [-0.6451, -7.1407, -1.7386], [-1.9251, -6.9914, -2.3448], [-1.8966, -7.4039, -3.8450], [-3.0640, -7.0484, -4.6532], [-1.8743, -8.8933, -3.7317], [-1.5365, -7.2103, 0.1719], [-1.1249, -5.6543, -0.3812], [0.1026, -6.8004, 0.1989], [-2.6823, -7.5600, -1.8049], [-2.2047, -5.9384, -2.3120], [-0.9279, -7.0613, -4.2087], [-3.9292, -7.7093, -4.6010], [-2.8563, -6.9051, -5.7136], [-3.4527, -6.1271, -4.2194], [-0.9219, -9.2133, -3.6291], [-2.1513, -9.4055, -4.5570], [-3.6691, 1.1999, 3.9645], [-2.4874, 1.1447, 3.0953], [-1.4895, 2.0442, 3.5148], [-0.1193, 1.8923, 2.8204], [1.0250, 2.6476, 3.3911], [-0.2481, 2.5315, 1.4595], [-3.4816, 1.2771, 5.0355], [-4.3140, 0.3440, 3.7650], [-4.1454, 2.1042, 3.5858], [-1.9727, 3.0182, 3.4383], [-1.2798, 1.8150, 4.5596], [0.1230, 0.8297, 2.8051], [0.9115, 2.3563, 4.4353], [0.8870, 3.7282, 3.3559], [1.9831, 2.4094, 2.9291], [-1.0641, 2.0111, 1.1706], [0.4930, 2.2015, 0.8579], [5.1035, 3.6788, -4.1448], [5.4649, 2.3356, -3.7888], [4.6807, 1.1895, -4.0008], [5.4893, 0.0247, -3.6408], [4.9104, -1.3136, -4.1124], [5.6970, 0.0455, -2.1647], [5.3284, 3.9973, -5.1627], [5.4529, 4.3734, -3.3808], [4.0147, 3.7201, -4.1744], [3.7671, 1.1186, -3.4106], [4.3207, 1.2359, -5.0286], [6.3781, 0.2376, -4.2348], [4.8540, -1.5024, -5.1845], [3.9029, -1.4892, -3.7352], [5.5952, -2.0778, -3.7449], [5.9336, 1.0053, -1.9576], [4.7623, -0.1647, -1.8449], [-0.4055, -2.0173, 3.6889], [0.3608, -3.0716, 3.1530], [-0.1600, -4.3406, 3.3288], [-0.3303, -4.6972, 4.8769], [0.8652, -4.1480, 5.7083], [-0.4732, -6.1530, 5.1215], [-1.3550, -1.8980, 3.1673], [0.1823, -1.1197, 3.4966], [-0.6487, -2.0780, 4.7497], [-1.1053, -4.3004, 2.7876], [0.4553, -5.0510, 2.7766], [-1.2322, -4.2127, 5.2510], [0.5482, -4.4292, 6.7125], [0.8219, -3.0721, 5.5388], [1.8789, -4.4617, 5.4588], [-0.7672, -6.2650, 6.0812], [0.4448, -6.5737, 5.1392], [-4.9413, 3.2231, -3.7336], [-4.8811, 2.8187, -2.3271], [-4.1941, 3.6984, -1.4457], [-4.4248, 3.1586, 0.0175], [-5.7970, 3.1576, 0.6422], [-3.6303, 4.0249, 0.8880], [-5.4176, 2.3922, -4.2540], [-3.9397, 3.5028, -4.0601], [-5.6572, 4.0344, -3.8661], [-3.1474, 3.8048, -1.7306], [-4.6156, 4.7010, -1.5179], [-4.0572, 2.1510, 0.2117], [-6.5440, 2.5660, 0.1129], [-6.1758, 4.1707, 0.7769], [-5.8255, 2.7505, 1.6529], [-3.7497, 4.9790, 0.5790], [-2.6274, 3.9092, 0.9189], [0.4235, 1.0207, -1.8580], [0.8064, 0.4820, -0.5582], [-0.3690, -0.1812, -0.0322], [-0.1458, -1.6774, -0.4687], [-1.2895, -2.5959, 0.0212], [1.0979, -2.3020, 0.1232], [0.3100, 2.0647, -1.5656], [-0.4330, 0.6411, -2.4151], [1.2938, 1.0691, -2.5124], [-0.4448, -0.0868, 1.0511], [-1.3662, 0.1703, -0.2970], [0.0970, -1.8057, -1.5235], [-0.9987, -3.6228, -0.2000], [-2.1755, -2.3496, -0.5640], [-1.4867, -2.4334, 1.0808], [1.7942, -1.5755, 0.2092], [1.0557, -2.5520, 1.1008], [-3.2213, -0.5358, -3.3203], [-4.0582, -0.9432, -2.2184], [-5.4765, -0.7783, -2.2866], [-6.1851, -1.1951, -1.0053], [-5.6156, -0.5803, 0.3049], [-6.2528, -2.6533, -0.9711], [-3.7347, -0.4435, -4.2774], [-2.4336, -1.2860, -3.3901], [-2.9759, 0.5178, -3.1871], [-5.5840, 0.2840, -2.5058], [-5.7913, -1.4112, -3.1164], [-7.2438, -0.9365, -1.0250], [-4.5563, -0.7136, 0.5245], [-6.2146, -1.0880, 1.0609], [-5.7659, 0.4990, 0.3309], [-5.3322, -3.0581, -0.8773], [-6.7236, -2.8137, -0.0920], [0.0830, -4.0690, -5.0930], [1.3473, -4.0731, -4.5383], [1.4076, -4.2604, -3.1239], [2.7518, -3.9094, -2.5433], [3.9739, -4.4950, -3.2329], [2.6539, -4.3309, -1.1464], [-0.4400, -3.1603, -4.7947], [-0.5178, -4.8409, -4.6120], [0.0609, -4.2099, -6.1736], [0.6712, -3.6718, -2.5766], [1.2210, -5.3088, -2.8911], [2.8436, -2.8272, -2.4509], [3.9135, -5.5573, -2.9966], [4.8278, -4.0109, -2.7588], [4.0750, -4.3919, -4.3133], [1.7686, -4.0565, -0.7453], [3.2480, -3.8859, -0.4614], [-0.9778, 6.6684, -0.0020], [-1.3754, 7.3129, 1.2302], [-2.0245, 6.5221, 2.1953], [-1.8066, 7.2399, 3.5227], [-2.7056, 6.5677, 4.5870], [-2.1972, 8.6356, 3.5591], [-0.1927, 5.9369, 0.1892], [-0.6383, 7.2759, -0.8410], [-1.6586, 5.9508, -0.4598], [-3.0782, 6.5186, 1.9164], [-1.6965, 5.4880, 2.3016], [-0.7805, 7.1945, 3.8878], [-2.6499, 7.0172, 5.5784], [-2.4960, 5.5209, 4.8071], [-3.7149, 6.6323, 4.1804], [-1.8450, 8.8601, 2.6395], [-3.1767, 8.8776, 3.6066], [3.1042, 0.0870, 1.1585], [3.4493, -1.2879, 0.9744], [3.9009, -2.1492, 2.1008], [4.8063, -3.4205, 1.6136], [5.5229, -4.1763, 2.7769], [5.8251, -3.0173, 0.6441], [3.1802, 0.7231, 0.2766], [3.8872, 0.5622, 1.7493], [2.2163, 0.2583, 1.7670], [4.4974, -1.5699, 2.8056], [3.0763, -2.4997, 2.7215], [4.2044, -4.2153, 1.1731], [5.7979, -3.5206, 3.6030], [6.4020, -4.7747, 2.5377], [4.9006, -4.9011, 3.3018], [6.5006, -2.4243, 1.1048], [5.4726, -2.2969, 0.0301], [3.0125, 4.0562, -0.5782], [3.2317, 4.6689, 0.7186], [2.8601, 6.0676, 0.7090], [3.4749, 6.9947, 1.8043], [3.1896, 8.4862, 1.5025], [4.8805, 6.7099, 1.6498], [3.3594, 3.0230, -0.5958], [3.5847, 4.5275, -1.3773], [1.9458, 4.0601, -0.8020], [3.1062, 6.6000, -0.2098], [1.7981, 5.9486, 0.9236], [2.9934, 6.7116, 2.7403], [2.1279, 8.6266, 1.7056], [3.4274, 8.6632, 0.4535], [3.8855, 9.0780, 2.0970], [5.1550, 7.0364, 0.7343], [4.9583, 5.7035, 1.6156]], "lowdin_charge": [-0.1378, -0.1623, -0.2121, -0.4195, -0.0781, 0.0254, 0.0866, 0.0564, 0.0913, 0.1263, 0.1108, 0.1243, 0.0855, 0.0836, 0.0756, 0.0655, 0.0595, -0.0554, -0.2151, -0.2085, -0.4158, -0.0634, 0.0722, 0.0850, 0.0837, 0.0746, 0.1160, 0.1181, 0.0933, 0.0795, 0.0818, 0.0780, 0.0365, 0.0442, -0.0797, -0.1955, -0.2577, -0.4359, -0.0467, 0.0753, 0.0812, 0.0829, 0.0747, 0.1121, 0.1322, 0.1420, 0.0849, 0.0627, 0.0741, 0.0598, 0.0528, -0.1020, -0.2381, -0.1809, -0.3842, -0.0551, 0.0226, 0.0839, 0.0811, 0.0824, 0.1133, 0.1273, 0.1256, 0.0772, 0.0489, 0.0814, 0.0584, 0.0628, -0.0670, -0.2275, -0.1776, -0.3936, -0.0788, 0.0372, 0.0801, 0.0848, 0.0804, 0.1137, 0.1202, 0.1246, 0.0698, 0.0795, 0.0694, 0.0471, 0.0409, -0.0596, -0.2346, -0.1712, -0.3318, -0.0318, 0.0627, 0.0727, 0.0800, 0.0737, 0.0925, 0.1202, 0.1169, 0.0517, 0.0640, 0.0583, 0.0292, 0.0561, -0.0809, -0.2244, -0.1836, -0.4103, -0.0375, 0.0339, 0.0800, 0.0819, 0.0711, 0.1069, 0.1222, 0.1358, 0.0703, 0.0701, 0.0431, 0.0684, 0.0598, -0.1233, -0.1704, -0.1830, -0.4397, -0.0505, 0.0399, 0.0769, 0.0643, 0.0941, 0.1077, 0.1262, 0.1102, 0.0806, 0.0642, 0.0752, 0.0256, 0.0309, -0.0785, -0.1846, -0.2176, -0.4319, -0.0695, 0.0392, 0.0552, 0.0901, 0.0614, 0.1170, 0.1114, 0.1369, 0.0765, 0.0621, 0.0754, 0.0566, 0.0732, -0.1004, -0.2490, -0.0894, -0.3786, -0.0673, 0.0374, 0.0749, 0.0850, 0.0731, 0.1083, 0.1016, 0.1032, 0.0644, 0.0762, 0.0632, 0.0691, 0.0456, -0.0762, -0.2066, -0.2008, -0.4291, -0.0463, 0.0332, 0.0729, 0.0747, 0.0759, 0.1170, 0.1017, 0.1345, 0.0774, 0.0706, 0.0807, 0.0713, 0.0613]}